21
Properties=species:S:1:pos:R:3 method="wB97M-V/def2-TZVPD" orbital_gap_ev=4.63 total_charge=-1 fmax_ev_per_a=2.28 lumo_energy_ev=1.77 de_lowest_kj_mol=677.35 spin_multiplicity=1
C -0.33611 -0.52194 -2.88369
O -0.83750 -1.61869 -3.46320
C -0.27796 -0.74609 -1.33432
C 0.25031 0.41557 -0.57130
C -0.39415 0.86642 0.68609
C 0.19368 0.13777 1.93267
C 1.18987 0.94951 2.79056
C -0.19082 0.67234 3.20807
H 0.70550 -0.31304 -3.20608
H -0.98697 0.36026 -3.08125
H 0.27805 -1.69206 -1.22409
H -1.29749 -0.97951 -1.01370
H 1.30515 0.01780 0.10353
H 0.57816 1.22363 -1.20914
H -1.46343 0.69595 0.64122
H -0.30706 1.94789 0.80490
H 0.45138 -0.88158 1.65701
H 2.04193 -0.21074 0.35829
H 1.97655 0.30020 3.17909
H -0.36392 0.12724 4.12939
H 1.56122 1.88606 2.35709